Here is a molecular structure, C42H55BrN7NbO3PS from OMol25. Energies are from the ωB97M-V functional and the def2-TZVPD basis.

Values from the calculation:
- E_HOMO (eV) = -4.229
- frontier orbital gap (eV) = 5.82
- E_LUMO (eV) = 1.59
- energy (eV) = -152724.4375
- total charge = -1

```
111
C42H55BrN7NbO3PS | OMol25 | the ωB97M-V functional and the def2-TZVPD basis
C -5.607 2.647 -2.345
H -1.246 1.713 -6.990
C -2.429 -2.284 -0.518
C -2.815 2.637 2.110
C -2.769 -4.304 -1.563
C -0.752 -6.258 7.484
H -6.790 3.736 -3.773
C -1.183 2.660 2.465
C 0.089 -4.347 6.335
C 7.338 1.256 -2.212
C -3.523 4.268 -3.030
H 4.032 -4.056 -8.367
H 1.248 -4.646 9.496
C 5.975 -2.079 -5.749
H -1.583 1.490 -0.218
N -0.063 -5.968 8.609
C -3.671 -4.711 -0.593
H 1.558 1.358 3.540
O -3.552 0.350 1.074
H -2.854 -0.330 8.412
C 5.985 -3.693 -7.526
C 0.703 -4.856 8.580
H 6.192 1.041 -5.399
N -0.750 0.528 -3.859
H -3.105 3.146 4.973
C -1.012 0.996 -6.212
O 0.412 5.887 1.000
N 9.153 1.396 -3.797
H -2.673 4.895 -3.277
H 0.251 5.870 2.005
C -3.551 2.691 7.033
H 0.148 -3.718 5.451
H 7.749 -3.077 -6.454
C -0.686 -0.320 -6.524
N -2.524 1.218 5.420
H -1.274 2.386 -4.584
H 4.014 -1.294 -5.312
H -1.362 -7.156 7.533
C 4.615 -3.510 -7.631
H -1.250 -0.624 1.827
C -3.067 2.405 5.767
H 7.014 1.253 -1.178
O 1.014 4.761 0.706
Br 0.168 -2.437 3.530
C -0.392 -1.210 -5.496
H -6.408 1.981 -2.038
H 0.899 -0.392 -1.707
H -3.847 1.885 9.009
P 1.215 1.010 -1.408
H -2.633 0.544 3.050
H 5.362 1.026 -3.041
C 6.880 1.137 -4.566
C 0.918 -0.759 2.643
C -3.313 -2.604 0.500
H -4.399 1.200 2.932
H -1.913 -1.329 -0.532
H 9.432 1.492 -1.756
H -0.133 -2.242 -5.705
H 1.965 -1.113 2.193
N -2.141 -3.108 -1.550
H -3.013 3.053 1.034
H -0.965 4.383 -0.013
H -3.974 3.664 7.257
C -0.439 -0.744 -4.192
C -0.164 -0.361 1.477
H -2.466 3.081 -1.572
C -2.925 0.464 7.678
S 3.159 1.187 -1.245
H -4.646 -4.127 1.237
C -4.754 4.448 -3.652
H 1.438 -3.139 7.513
C 0.809 -4.021 7.479
N -4.423 2.448 -1.725
H -0.220 -1.401 -3.355
H 1.802 -0.138 4.665
H -2.519 -4.948 -2.401
C -3.407 3.263 -2.083
Nb -0.027 1.779 0.711
H -0.660 -0.649 -7.558
H 0.373 3.963 -1.274
H 8.647 1.277 -5.793
H -3.504 -1.904 1.306
H -3.952 0.942 0.368
H 0.777 1.894 -2.494
C -0.708 -5.488 6.333
H 0.064 -1.071 0.546
N 3.908 -2.662 -6.851
C 8.241 1.269 -4.786
C 6.675 -2.961 -6.566
C -5.819 3.623 -3.306
H -0.860 3.805 2.555
H 1.602 2.075 1.476
H 6.484 -1.493 -4.991
H -3.308 3.351 2.925
H -1.076 2.091 3.482
C 1.072 0.341 3.852
C 4.606 -1.967 -5.927
C -3.387 1.102 2.337
H 6.501 -4.389 -8.177
H 0.034 0.468 4.423
H -1.280 -5.770 5.457
C -1.029 1.369 -4.878
H -4.148 -5.683 -0.655
H -2.023 -0.670 6.082
C 8.680 1.387 -2.532
C -3.946 -3.842 0.458
C -2.465 0.274 6.385
C 0.114 3.939 -0.130
C -3.477 1.699 8.005
C 6.423 1.129 -3.252
H -4.882 5.224 -4.401
```